A structure of composition C8H12In in a non-equilibrium geometry, computed with ωB97M-V/def2-TZVPD.

Calculated values
Kohn-Sham gap   7.32 eV
Maximum force   4.94 eV/A
Total energy   -13654.853 eV
Net charge   -1

```
21
Properties=species:S:1:pos:R:3:forces:R:3
C -3.0367 1.5811 0.0604 1.441 -0.728 0.015
C -1.7110 0.7299 0.5890 3.222 -1.977 0.111
C -1.1955 0.6639 2.1453 1.389 -1.456 -1.834
C 0.1258 -0.2184 2.6556 -0.869 0.006 -4.708
C 0.9827 -1.0296 1.5049 -3.630 2.483 -0.555
C 0.4679 -0.9295 -0.0497 -0.970 0.243 0.122
C 1.3218 -1.6881 -1.2714 -1.547 -0.489 1.577
In 2.7678 -0.0607 -2.0434 -0.243 0.378 0.268
C -0.8613 -0.0776 -0.5578 1.139 -0.001 4.805
H -3.7442 0.7934 -0.4422 1.079 1.635 1.217
H -3.5155 2.1658 0.9541 0.750 -1.187 -1.867
H -2.6905 2.3144 -0.8057 -0.695 -1.422 2.011
H -1.8037 1.2850 2.9588 1.443 -1.525 -1.955
H 0.4590 -0.2488 3.7940 -0.911 0.161 -2.732
H 1.9509 -1.6743 1.7587 -2.420 1.646 -0.640
H 0.5916 -2.0541 -2.1354 1.353 0.869 1.964
H 1.9110 -2.6396 -0.8784 -1.314 2.002 -0.559
H 3.3526 0.7813 -0.5359 -0.042 -0.312 -0.428
H 1.6946 1.1114 -2.9404 0.269 -0.361 0.119
H 4.0940 -0.7360 -3.0481 -0.257 0.032 0.158
H -1.1613 -0.0696 -1.7123 0.811 0.002 2.909
```
Forces are in eV/Å.


A structure of composition C34H34BIrN12O3 in a non-equilibrium geometry, computed with ωB97M-V/def2-TZVPD.

Calculated values
Spin multiplicity   2
Kohn-Sham gap (alpha / beta)   5.54 / 5.48 eV
Maximum force   3.26 eV/A
Total energy   -63338.489 eV
Net charge   +1

```
85
Properties=species:S:1:pos:R:3:forces:R:3
Ir 0.0071 0.4711 0.7120 0.828 -1.948 0.258
C -2.2413 -1.8917 -2.2695 0.168 0.220 0.207
C -1.2297 -0.9653 -2.0500 0.182 -0.181 -0.387
N -1.4605 -0.2988 -0.9238 1.300 1.043 1.329
N -2.6203 -0.7443 -0.4286 -0.613 -0.454 0.295
C -3.1003 -1.7280 -1.2044 0.460 -0.118 -0.086
B -3.3063 -0.0416 0.7469 -0.016 0.124 -0.362
N -2.6923 -0.6148 2.0292 -0.683 -0.147 0.304
C -3.2595 -1.3205 3.0203 0.334 0.062 -0.001
C -2.2702 -1.6953 3.9051 0.135 0.198 -0.179
C -1.0965 -1.1717 3.3662 0.107 -0.239 0.420
N -1.3676 -0.5315 2.2383 0.714 1.039 -1.581
N -2.9829 1.4733 0.7094 -0.257 -0.223 -0.099
C -3.8499 2.4896 0.5878 0.166 0.382 -0.115
C -3.1430 3.6740 0.5811 0.112 -0.244 0.042
C -1.8143 3.2859 0.7104 -0.097 0.099 -0.026
N -1.7392 1.9607 0.7923 1.799 -0.341 0.015
N -4.8008 -0.2183 0.6091 -0.198 0.044 0.481
C -5.7911 0.1046 1.4757 -0.450 -0.022 0.230
C -6.9937 -0.0632 0.8317 0.075 0.104 0.296
C -6.6451 -0.4807 -0.4602 0.251 0.238 0.529
N -5.3403 -0.5453 -0.5715 0.157 -0.231 -1.240
H -2.3456 -2.5841 -3.0777 0.017 -0.067 -0.243
H -0.3983 -0.7193 -2.6764 0.237 -0.021 0.010
H -4.0112 -2.2381 -0.9794 -0.069 0.004 0.037
H -4.3140 -1.5128 3.0400 -0.161 -0.026 -0.094
H -2.3841 -2.2549 4.8101 0.021 -0.101 0.159
H -0.0950 -1.2357 3.7392 0.192 0.084 -0.009
H -4.9058 2.3393 0.5074 -0.223 -0.216 -0.026
H -3.5302 4.6676 0.4940 -0.072 0.172 0.006
H -0.9440 3.9087 0.7449 0.303 0.009 -0.017
H -5.5743 0.4485 2.4667 0.012 0.063 0.285
H -7.9794 0.0908 1.2155 -0.199 0.072 0.221
H -7.2754 -0.7233 -1.2914 -0.122 -0.045 -0.207
C 1.1602 -3.3079 -1.9816 -0.020 0.110 0.020
C 0.7982 -3.3435 -0.5312 0.245 0.153 0.128
C -0.2541 -4.1549 -0.1183 0.024 0.027 0.119
C -0.5058 -4.4024 1.2170 0.038 0.023 0.114
C 0.3351 -3.8701 2.1826 -0.057 -0.147 -0.138
C 1.3658 -3.0391 1.8016 0.089 0.115 -0.196
C 1.5612 -2.7080 0.4573 -0.812 -0.776 -0.039
N 2.6074 -1.7873 0.1973 0.528 0.836 -0.172
C 2.4965 -0.5838 -0.3981 1.545 0.365 1.177
N 3.5101 0.3197 -0.1729 0.144 -1.368 -0.769
C 3.1856 1.5899 0.3201 -0.407 0.213 -0.109
C 1.8930 1.8963 0.7869 -0.691 0.148 0.098
C 1.7286 3.0524 1.5193 -0.561 0.008 -0.153
C 2.7758 3.9527 1.6901 0.196 -0.153 -0.118
C 4.0174 3.6879 1.1324 -0.421 0.160 0.207
C 4.2496 2.5083 0.4502 -0.789 -0.266 0.032
C 5.5934 2.1905 -0.1238 -0.026 -0.045 -0.011
N 1.4314 -0.1448 -1.0405 -2.298 -0.497 2.027
C 1.4653 0.7426 -2.1014 0.171 1.496 -1.539
C 0.5778 1.8321 -2.1236 0.378 -0.446 0.252
C 0.4543 2.6415 -3.2273 0.178 0.092 -0.421
C 1.2112 2.3830 -4.3651 -0.068 0.037 0.187
C 2.1119 1.3329 -4.3531 -0.225 0.230 0.044
C 2.2701 0.5112 -3.2444 -0.371 -0.052 0.569
C 3.2792 -0.5890 -3.2953 0.115 0.052 0.000
H 0.6126 -4.0861 -2.5037 -0.017 -0.050 -0.133
H 2.2249 -3.4999 -2.1064 0.074 0.021 -0.066
H 0.9190 -2.3544 -2.4409 0.087 0.087 -0.096
H -0.8563 -4.6418 -0.8705 -0.049 -0.040 -0.109
H -1.3130 -5.0566 1.5031 -0.142 -0.073 0.029
H 0.1962 -4.1101 3.2250 -0.006 -0.037 0.106
H 2.0326 -2.6396 2.5497 0.050 0.097 0.034
H 3.2505 -1.7385 0.9996 -0.160 0.133 -0.366
H 4.3939 -0.0363 0.1772 -0.227 -0.071 -0.023
H 0.7892 3.2511 2.0106 -0.175 0.070 0.002
H 2.6168 4.8503 2.2705 -0.028 -0.013 0.031
H 4.8201 4.3988 1.2556 0.097 0.056 -0.018
H 6.2100 3.0849 -0.1415 0.057 -0.004 0.003
H 5.4979 1.8133 -1.1400 0.069 -0.048 -0.089
H 6.1100 1.4413 0.4784 0.100 -0.072 0.013
H -0.0107 2.0276 -1.2351 -0.047 0.088 -0.197
H -0.2259 3.4787 -3.2083 -0.117 0.053 0.015
H 1.1006 2.9967 -5.2465 0.012 0.042 -0.042
H 2.7030 1.1362 -5.2362 0.095 -0.057 -0.037
H 3.4633 -0.8752 -4.3271 0.038 -0.121 -0.033
H 2.9530 -1.4615 -2.7395 0.045 -0.177 -0.002
H 4.2242 -0.2520 -2.8699 0.131 -0.054 0.043
O 2.6902 0.9117 3.7605 -0.101 0.277 0.394
N 2.6381 0.0766 2.9013 1.174 0.937 0.058
O 3.6210 -0.5242 2.4690 0.634 -0.400 0.164
O 1.5145 -0.2364 2.3863 -2.905 -0.294 -1.446
```
Forces are in eV/Å.


A structure of composition C3H6N2O2S in a non-equilibrium geometry, computed with ωB97M-V/def2-TZVPD.

Calculated values
Kohn-Sham gap   8.83 eV
Maximum force   4.03 eV/A
Total energy   -21114.512 eV

```
14
Properties=species:S:1:pos:R:3:forces:R:3
C 0.0097 2.2814 -0.1342 -1.722 0.264 0.897
C 1.0781 0.2527 0.0477 -0.631 -1.568 -0.398
C -1.2323 -0.3262 0.5883 1.618 -0.593 3.333
H -0.7445 2.2865 0.7859 1.946 -0.457 -1.561
H -0.4962 1.6673 -0.9380 0.286 1.555 0.536
H 0.2238 3.3712 -0.2848 0.001 -1.289 -0.469
H 3.0383 -0.1927 -0.4676 -1.424 -1.177 0.702
H 0.9151 -2.0293 -0.1246 1.377 0.699 -0.085
H -1.1659 -0.3690 1.9268 -0.089 0.443 -4.005
N 2.1659 -0.5598 0.0031 0.977 1.305 -0.505
N -0.0512 -0.4130 -0.0809 0.923 1.466 1.405
O 1.2824 1.5988 0.0670 -0.866 -1.395 0.571
O 1.9264 -1.9508 -0.0784 -0.346 0.746 -0.131
S -2.5861 -0.5222 -0.2045 -2.052 0.002 -0.290
```
Forces are in eV/Å.


A cluster of 2 separate species, C5H13NO in total in a non-equilibrium geometry, computed with ωB97M-V/def2-TZVPD.

Calculated values
Kohn-Sham gap   10.45 eV
Maximum force   6.19 eV/A
Structure (SMILES)   CCC(N)=O.CC
Total energy   -8931.984 eV

```
20
Properties=species:S:1:pos:R:3:forces:R:3
C -0.1793 1.8231 1.2768 -3.555 -0.441 5.053
C -0.1992 0.6139 2.3513 2.683 1.751 0.974
C 1.1428 -0.1724 2.4456 -1.688 0.619 -0.445
N 1.4983 -0.7434 1.2762 -2.393 2.764 -2.518
O 1.7937 -0.4023 3.4289 -0.243 0.123 1.273
H 0.7426 2.3382 1.2348 0.809 0.439 -0.472
H -0.9419 2.4257 2.0205 1.760 -0.347 -2.770
H -0.7320 1.5446 0.4072 0.238 0.131 -0.833
H -0.3111 1.0721 3.3789 -0.139 -0.686 -1.123
H -1.0178 -0.0213 2.1074 -0.476 -0.685 0.018
H 2.0839 -1.4515 1.3967 3.485 -3.387 0.338
H 1.5889 -0.2226 0.4058 -0.488 -0.278 0.486
C -0.8230 -0.1280 -2.7384 1.614 2.646 -0.260
C -0.4625 -1.5826 -2.7105 -1.697 -1.400 -0.717
H -1.8309 -0.0503 -3.1457 0.247 0.308 -0.605
H -0.9576 0.3658 -1.7469 0.524 -0.543 -0.416
H -0.0025 0.5621 -3.3432 -2.321 -1.752 1.340
H -1.2342 -2.1090 -2.0932 0.054 0.257 -0.855
H -0.5528 -1.9513 -3.8107 0.635 0.121 2.120
H 0.3945 -1.9107 -2.1416 0.953 0.359 -0.590
```
Forces are in eV/Å.